# 1
ORCA calculation (ωB97M-V/def2-TZVPD) on H6N4 in the gas phase in a non-equilibrium geometry.

Structure (XYZ):
```
10
Properties=species:S:1:pos:R:3:forces:R:3
N 1.59165 -0.45142 -0.24010 -0.528 1.099 -0.196
H -2.23985 -0.36074 -0.69984 1.538 -1.236 2.232
H 2.41711 -0.50109 0.39372 -1.068 0.337 -0.051
N -1.50560 -0.58869 0.09519 -1.115 0.117 -2.921
N -0.75351 0.65077 -0.02231 0.125 0.028 -0.286
H -2.04586 -0.55927 0.92843 -0.475 0.310 0.970
H 0.67411 0.41102 1.30457 -0.527 0.398 0.343
H -0.74736 0.72188 -1.02157 0.271 0.871 -0.426
N 0.56689 0.73770 0.35317 2.569 -2.003 -0.306
H 2.04243 -0.06016 -1.09126 -0.790 0.079 0.642
```
Positions in Å, forces in eV/Å.

Output
- SMILES: NNNN
- 2S+1: 1
- Maximum force: 3.27 eV Å⁻¹
- Charge: 0
- E_LUMO: 1.19 eV
- Frontier orbital gap: 9.519 eV
- Energy above the lowest of the compared OMol25 structures with the same formula, charge and spin: 1.720 eV


# 2
ORCA calculation (ωB97M-V/def2-TZVPD) on a 2-piece molecular cluster, H6NO overall in a non-equilibrium geometry.

Structure (XYZ):
```
8
Properties=species:S:1:pos:R:3:forces:R:3
N -0.86640 -0.38539 -0.46210 -2.128 -3.676 -3.101
H 2.15215 0.82621 0.36556 -3.336 0.437 -0.573
H -1.20687 -1.07827 0.19151 0.056 -0.133 0.825
H -1.57494 0.35868 -0.44086 0.444 -0.069 -0.673
H 1.19418 0.56313 1.45931 -1.024 0.809 -1.826
O 1.09282 0.85750 0.48107 5.050 -0.948 2.793
H -0.86466 -1.06056 -1.38657 -0.094 2.830 2.290
H 0.07372 -0.08131 -0.20792 1.033 0.750 0.265
```
Positions in Å, forces in eV/Å.

Output
- 2S+1: 1
- Maximum force: 5.85 eV Å⁻¹
- Charge: +1
- E_LUMO: -4.20 eV
- Frontier orbital gap: 13.138 eV
- Energy above the lowest of the compared OMol25 structures with the same formula, charge and spin: 0.923 eV


# 3
ORCA calculation (ωB97M-V/def2-TZVPD) on a 3-piece molecular cluster, H6O2S overall.

Structure (XYZ):
```
9
Properties=species:S:1:pos:R:3:forces:R:3
H -1.23069 0.15870 0.81244 0.714 -0.093 -0.204
S 1.37604 -0.54807 1.68965 0.179 0.697 0.598
H 0.82713 0.80740 -2.21537 0.018 -0.035 0.233
H -2.57507 0.62667 1.25694 -0.363 0.329 0.329
O -2.16162 0.02948 0.64213 -0.401 -0.275 -0.174
H 0.97360 -1.09727 0.56392 -0.165 -0.269 -0.763
O 0.72247 0.04457 -1.60423 -0.017 -0.036 -0.265
H 0.58943 -0.69145 -2.24057 0.011 0.059 0.179
H 1.47871 0.66998 1.09508 0.025 -0.378 0.068
```
Positions in Å, forces in eV/Å.

Output
- 2S+1: 2
- ⟨S²⟩: 0.750
- Maximum force: 0.94 eV Å⁻¹
- Charge: -1
- E_LUMO (alpha / beta): 3.49 / 3.62 eV
- Frontier orbital gap (alpha / beta): 2.567 / 9.875 eV
- Energy above the lowest of the compared OMol25 structures with the same formula, charge and spin: 0.111 eV


# 4
ORCA calculation (ωB97M-V/def2-TZVPD) on a 4-piece molecular cluster, H6O2S overall in a non-equilibrium geometry.

Structure (XYZ):
```
9
Properties=species:S:1:pos:R:3:forces:R:3
H 1.66852 0.47573 -2.17323 -0.570 -0.084 0.068
H 0.01115 -1.18873 2.52935 0.417 -1.041 1.132
H -1.53228 0.86601 0.03516 0.159 -1.123 -2.684
O -1.39681 0.21910 -0.76273 -0.211 0.988 3.244
H -0.99454 -0.47982 -0.18522 -0.572 0.138 -1.318
H 0.11717 0.60198 -1.85522 -0.741 -0.752 0.357
H -1.45384 -0.11615 1.93753 3.527 -0.739 -1.302
O 0.91071 1.06557 -2.07882 1.451 0.975 -0.454
S 0.37954 -0.65228 1.40276 -3.460 1.638 0.956
```
Positions in Å, forces in eV/Å.

Output
- 2S+1: 1
- Maximum force: 3.95 eV Å⁻¹
- Charge: 0
- E_LUMO: -2.04 eV
- Frontier orbital gap: 8.595 eV
- Energy above the lowest of the compared OMol25 structures with the same formula, charge and spin: 3.044 eV


# 5
ORCA calculation (ωB97M-V/def2-TZVPD) on a 3-piece molecular cluster, H6O3 overall in a non-equilibrium geometry.

Structure (XYZ):
```
9
Properties=species:S:1:pos:R:3:forces:R:3
O 0.24556 2.38469 -3.58723 0.263 -0.549 -0.266
H -2.49430 -1.26234 4.53860 -0.544 0.334 -0.186
H -0.24930 2.82642 -2.90108 -0.181 0.074 0.314
O -2.42356 -0.34133 4.26347 1.142 0.018 0.170
H -3.25839 0.04028 4.01545 -0.599 -0.352 0.017
H 0.33263 1.46048 -3.30395 -0.066 0.459 -0.034
H 2.24248 -2.28378 -0.71352 -0.674 -0.278 0.211
H 3.28439 -1.41679 -1.21714 -0.298 0.598 -0.211
O 2.32049 -1.40765 -1.09460 0.957 -0.304 -0.015
```
Positions in Å, forces in eV/Å.

Output
- SMILES: O.O.O
- 2S+1: 1
- Maximum force: 1.15 eV Å⁻¹
- Charge: 0
- E_LUMO: 0.88 eV
- Frontier orbital gap: 12.247 eV
- Energy above the lowest of the compared OMol25 structures with the same formula, charge and spin: 0.719 eV


# 6
ORCA calculation (ωB97M-V/def2-TZVPD) on a 3-piece molecular cluster, H6O3 overall in a non-equilibrium geometry.

Structure (XYZ):
```
9
Properties=species:S:1:pos:R:3:forces:R:3
O -3.14123 -2.78462 0.27808 0.010 2.818 -1.576
H 3.05301 2.41778 0.80001 0.170 0.255 -0.465
O 0.65621 0.69463 -0.17232 -0.641 -0.559 0.267
H 0.92823 0.42815 0.71856 0.158 0.335 -0.382
H 0.05768 -0.00289 -0.42397 -0.494 -0.414 -0.238
H -3.16559 -1.89892 -0.24453 0.368 -2.023 1.645
H -3.75590 -3.26181 -0.27282 -0.380 -0.784 -0.072
H 2.77355 2.44012 -0.76394 -0.105 -0.394 1.186
O 2.59405 1.96758 0.08093 0.913 0.765 -0.366
```
Positions in Å, forces in eV/Å.

Output
- SMILES: O.O.O
- 2S+1: 1
- Maximum force: 3.23 eV Å⁻¹
- Charge: 0
- E_LUMO: 0.67 eV
- Frontier orbital gap: 11.531 eV
- Energy above the lowest of the compared OMol25 structures with the same formula, charge and spin: 1.139 eV


# 7
ORCA calculation (ωB97M-V/def2-TZVPD) on a 3-piece molecular cluster, H6O3 overall in a non-equilibrium geometry.

Structure (XYZ):
```
9
Properties=species:S:1:pos:R:3:forces:R:3
H 0.88390 1.95285 0.72072 -0.041 -0.003 0.696
O 0.99527 2.49466 1.52316 0.029 0.110 -0.245
H -1.53469 0.68383 -1.00667 -0.025 -0.119 -0.079
H 1.29502 1.94284 2.25556 -0.111 -0.134 -0.492
O -0.63449 0.62846 -0.68288 0.400 0.241 0.137
H -0.58461 -2.44892 0.12070 -0.173 -0.489 -0.326
H -0.28384 -0.24104 -0.92285 -0.293 -0.084 0.051
O -0.04576 -2.20329 -0.63339 0.601 0.860 -0.111
H -0.09081 -2.80939 -1.37435 -0.388 -0.383 0.368
```
Positions in Å, forces in eV/Å.

Output
- SMILES: O.O.O
- 2S+1: 1
- Maximum force: 1.06 eV Å⁻¹
- Charge: 0
- E_LUMO: 0.50 eV
- Frontier orbital gap: 11.324 eV
- Energy above the lowest of the compared OMol25 structures with the same formula, charge and spin: 0.421 eV


# 8
ORCA calculation (ωB97M-V/def2-TZVPD) on a 3-piece molecular cluster, H6O3 overall in a non-equilibrium geometry.

Structure (XYZ):
```
9
Properties=species:S:1:pos:R:3:forces:R:3
H -3.99100 15.22000 -13.12900 0.295 0.008 -0.205
O -4.81000 15.13000 -12.62900 -0.751 0.609 1.265
O -1.94400 12.67700 -14.02100 0.615 -0.740 -1.153
H -2.28400 14.34100 -14.04800 0.713 -3.001 -0.150
H -1.87000 15.70000 -13.63700 0.459 0.614 0.263
H -2.35700 12.25200 -14.79500 -0.318 0.144 0.552
H -4.71000 15.76000 -11.88600 -0.195 -0.624 -0.663
H -1.02700 12.70100 -14.34100 -0.027 0.009 0.486
O -2.60100 15.20000 -13.97400 -0.791 2.980 -0.395
```
Positions in Å, forces in eV/Å.

Output
- SMILES: O.O.O
- 2S+1: 1
- Maximum force: 3.11 eV Å⁻¹
- Charge: 0
- E_LUMO: 0.37 eV
- Frontier orbital gap: 10.559 eV
- Energy above the lowest of the compared OMol25 structures with the same formula, charge and spin: 0.551 eV


# 9
ORCA calculation (ωB97M-V/def2-TZVPD) on a 3-piece molecular cluster, H6O3 overall in a non-equilibrium geometry.

Structure (XYZ):
```
9
Properties=species:S:1:pos:R:3:forces:R:3
H -0.32044 -0.34333 -1.95522 -0.135 4.342 8.039
O -0.27144 -0.13633 2.12478 4.314 0.264 1.498
H 0.28456 1.44367 -0.49322 -0.361 3.425 -1.173
O -0.29844 -0.60633 -2.76622 0.230 -5.635 -6.402
H -0.21944 -1.56233 -2.44022 -0.073 1.247 -1.818
O 0.44856 0.55967 -0.36522 0.003 -2.738 2.070
H -0.49444 0.23767 2.97678 -1.203 0.257 0.352
H 0.76856 -0.07933 2.35078 -3.055 -0.661 -1.409
H 0.10256 0.48667 0.56778 0.279 -0.501 -1.157
```
Positions in Å, forces in eV/Å.

Output
- SMILES: O.O.O
- 2S+1: 1
- Maximum force: 9.14 eV Å⁻¹
- Charge: 0
- E_LUMO: 0.23 eV
- Frontier orbital gap: 10.968 eV
- Energy above the lowest of the compared OMol25 structures with the same formula, charge and spin: 1.498 eV


# 10
ORCA calculation (ωB97M-V/def2-TZVPD) on a 3-piece molecular cluster, H6O3 overall.

Structure (XYZ):
```
9
Properties=species:S:1:pos:R:3:forces:R:3
H 18.20174 9.55265 6.42436 -0.258 0.083 0.022
O 19.09408 9.31758 6.16999 0.152 0.116 -0.169
H 15.73547 16.02887 8.45079 -0.054 0.217 -0.066
H 20.02979 12.91256 6.87079 0.028 -0.296 -0.085
O 19.68338 13.78318 7.06641 -0.251 0.115 0.057
H 16.66398 14.83322 8.43717 0.277 -0.147 -0.104
H 19.40879 8.76270 6.88363 0.113 -0.163 0.161
O 15.81770 15.13066 8.77121 -0.181 -0.095 0.149
H 20.46034 14.32752 7.19394 0.173 0.171 0.036
```
Positions in Å, forces in eV/Å.

Output
- SMILES: O.O.O
- 2S+1: 1
- Maximum force: 0.33 eV Å⁻¹
- Charge: 0
- E_LUMO: 0.69 eV
- Frontier orbital gap: 12.069 eV
- Energy above the lowest of the compared OMol25 structures with the same formula, charge and spin: 0.561 eV